1.
This record from OMol25 describes a molecular structure, C44H112CrF6N8O14P. The level of theory is wB97M-V/def2-TZVPD.

Geometry as XYZ:
```
186
C44H112CrF6N8O14P, DFT wB97M-V/def2-TZVPD
Cr -0.38280 -0.45648 -3.90394
P -0.41686 0.48026 1.25301
F 0.91109 0.97675 0.58301
F -0.43513 1.26516 2.61024
F -1.23561 1.59175 0.45474
F -1.75172 -0.32719 1.31357
F -0.06914 -0.67493 -2.13888
F 0.37906 -0.83736 1.74376
C 5.25014 -0.23521 -0.60192
C 4.43454 -0.70640 -1.79580
C 4.48195 -2.20307 -2.05921
O 4.00733 -2.44368 -3.40993
C 3.94690 -3.83787 -3.64357
N 3.00937 -0.29699 -1.83630
H 4.99194 -0.87981 0.29227
H 5.00052 0.80288 -0.32052
H 6.33400 -0.36572 -0.75191
H 4.90727 -0.23645 -2.63706
H 3.80077 -2.65786 -1.36972
H 5.49168 -2.59283 -1.95706
H 4.94111 -4.24639 -3.70763
H 3.54591 -3.81443 -4.69170
H 3.24160 -4.39349 -2.99101
H 2.75116 0.56279 -1.48105
H 2.51949 -0.96241 -1.28977
C 1.78383 -4.03734 2.46326
C 2.68624 -4.10854 1.23531
C 4.19832 -3.95093 1.53111
O 4.39479 -2.63499 1.86304
C 5.48831 -2.35851 2.67841
N 2.32324 -5.34562 0.51100
H 1.74297 -3.04389 2.92298
H 2.15429 -4.67745 3.27766
H 0.75486 -4.31427 2.27999
H 2.39436 -3.31074 0.57268
H 4.83119 -4.30346 0.69500
H 4.40740 -4.56969 2.42994
H 5.29651 -2.94732 3.61650
H 5.47260 -1.26509 2.92829
H 6.47801 -2.56708 2.25162
H 1.66392 -5.80401 1.10841
H 3.17783 -5.93375 0.60291
C -12.24780 -6.39486 4.05117
O -11.46663 -5.71768 3.13176
C -10.61182 -4.78428 3.74588
C -9.71893 -4.13262 2.73079
N -8.87876 -3.12254 3.29252
C -8.05178 -2.38213 2.31576
C -6.95615 -1.60193 2.97756
O -6.16615 -0.92305 2.08325
C -5.37786 0.09475 2.57346
H -13.07810 -6.85644 3.55792
H -12.76616 -5.70967 4.77778
H -11.77872 -7.13144 4.67932
H -9.97151 -5.34147 4.46408
H -11.18443 -4.02656 4.31699
H -10.30772 -3.75054 1.90771
H -9.10894 -4.92090 2.26313
H -9.50721 -2.51433 3.81648
H -8.67500 -1.62832 1.80268
H -7.71395 -3.05649 1.51490
H -6.43582 -2.17374 3.75019
H -7.51240 -0.83646 3.54940
H -4.58176 -0.26982 3.20481
H -5.96993 0.85234 3.10025
H -4.86225 0.59933 1.75778
C -6.43240 4.91918 3.13892
O -5.36326 4.29987 2.50497
C -4.11544 4.39792 3.12653
C -3.18282 3.36459 2.42791
N -2.64841 3.98745 1.20005
C -3.65815 3.80517 0.04811
C -3.43180 4.88767 -1.01872
O -2.09422 4.73510 -1.56078
C -1.11195 5.65656 -1.15108
H -6.50794 4.87263 4.27978
H -7.34896 4.52032 2.71542
H -6.43115 5.95396 2.88735
H -4.32287 4.18572 4.16983
H -3.61443 5.38003 3.07020
H -3.90023 2.47885 2.22719
H -2.43082 2.91857 3.11640
H -1.88934 3.35258 1.01065
H -4.64556 3.77817 0.45917
H -3.71034 2.83282 -0.48557
H -3.55701 5.88615 -0.63078
H -4.11053 4.93848 -1.87360
H -0.86410 5.62016 -0.05039
H -1.30681 6.69135 -1.47841
H -0.23049 5.22129 -1.66547
C -3.10938 -0.62615 -2.22067
O -2.49181 -0.43016 -3.53543
C -3.24472 0.18693 -4.58117
C -2.70072 -0.07500 -5.98443
N -1.20866 0.09600 -5.95514
C -0.60111 -0.06811 -7.31908
C 0.10430 1.18935 -7.74641
O -0.76341 2.27883 -7.67416
C -0.38856 3.52060 -8.30571
H -2.80522 0.25663 -1.66912
H -2.72035 -1.57057 -1.98954
H -4.19396 -0.77289 -2.13829
H -3.19112 1.26980 -4.37811
H -4.32317 -0.10202 -4.40967
H -3.13691 0.59967 -6.70419
H -2.96899 -1.10544 -6.24451
H -1.17037 1.08226 -5.68549
H -1.45902 -0.09981 -8.00280
H 0.06960 -0.90658 -7.38532
H 0.53500 1.14744 -8.73472
H 0.94655 1.44350 -7.09159
H 0.50722 4.02176 -7.82066
H -1.27401 4.17127 -8.32328
H -0.14150 3.28823 -9.30894
C 1.26335 3.83846 2.74537
O 2.13089 3.32650 1.74703
C 2.01033 3.94983 0.50024
C 3.19681 3.54194 -0.43807
N 2.86917 3.83396 -1.85638
C 3.98114 4.56218 -2.57087
C 5.05935 3.55475 -2.81643
O 4.71715 2.76382 -3.95417
C 5.69423 2.20580 -4.81936
H 1.50772 3.24600 3.60166
H 0.16247 3.69473 2.54474
H 1.46753 4.88951 2.95303
H 2.14539 5.05575 0.55972
H 1.04523 3.67779 0.12084
H 3.48207 2.51278 -0.40292
H 4.08950 4.02411 -0.02112
H 1.99835 4.42332 -1.88669
H 4.31806 5.38268 -1.90996
H 3.65723 4.95845 -3.57743
H 5.15067 2.93416 -1.91378
H 5.98721 4.06659 -2.98810
H 6.41739 2.95181 -5.25033
H 5.14519 1.76936 -5.63464
H 6.45051 1.48439 -4.29241
C 6.71052 -4.73913 7.51583
O 6.25406 -3.40540 7.29305
C 5.90442 -2.76510 8.45700
C 5.56947 -1.32035 8.23390
N 4.50360 -1.18051 7.34181
C 4.01016 0.18317 7.25702
C 2.82401 0.36494 6.41650
O 3.01716 -0.15683 5.09438
C 2.04488 0.19388 4.14984
H 6.22161 -5.21954 8.35062
H 7.72078 -4.74957 7.85377
H 6.59720 -5.34934 6.60416
H 6.79981 -2.87150 9.08552
H 4.95939 -3.27441 8.92606
H 6.44156 -0.66776 7.97491
H 5.28570 -0.98679 9.25162
H 4.80046 -1.47403 6.42841
H 4.80474 0.76667 6.79836
H 3.79758 0.42110 8.25785
H 2.65317 1.40887 6.27616
H 1.91529 -0.10920 6.82983
H 1.74252 1.25658 4.25793
H 1.09475 -0.41865 4.31624
H 2.49617 0.20437 3.19236
C -0.96796 -3.21603 -3.08319
O -0.40706 -2.41260 -4.12230
C 0.82248 -2.93329 -4.77048
C 1.75054 -1.83147 -5.11754
N 1.54429 -0.62856 -4.27455
C 2.26592 0.56670 -4.79988
C 1.60556 1.88032 -4.17599
O 0.15555 1.49801 -3.78599
C -0.41742 2.38402 -2.71608
H -0.59347 -2.91086 -2.17433
H -0.75272 -4.25597 -3.23062
H -2.02557 -3.22189 -3.19338
H 0.47676 -3.52635 -5.61735
H 1.31797 -3.63051 -4.12922
H 1.67512 -1.50022 -6.18632
H 2.78917 -2.07961 -5.08700
H 2.02204 -0.79928 -3.39782
H 2.11896 0.59671 -5.88920
H 3.29141 0.54314 -4.44092
H 1.61717 2.67280 -4.90671
H 2.09419 2.16048 -3.29443
H -1.50207 2.43266 -2.89078
H -0.11972 3.39119 -2.84156
H -0.21110 1.97096 -1.73400
```

Summary:
net charge = +2
Kohn-Sham gap (alpha / beta) = 6.17 / 6.32 eV
E_tot = -142027.26226 eV
HOMO level (alpha / beta) = -11.141 / -11.141 eV
spin multiplicity = 4

Löwdin atomic charge list, values in e, 5 entries: number 1, Cr, carries 0.983; number 2, P, carries 0.428; number 3, F, carries -0.059; number 4, F, carries -0.045; number 5, F, carries -0.119

2.
This record from OMol25 describes a molecular structure, C2HLiO3Tl. The level of theory is wB97M-V/def2-TZVPD.

Geometry as XYZ:
```
8
C2HLiO3Tl, DFT wB97M-V/def2-TZVPD
O -1.41256 -0.55996 1.04142
C -0.24903 -0.58599 0.70965
O -0.61773 1.22051 -0.77158
C 0.24047 0.41157 -0.38022
O 1.38277 0.22578 -0.83578
Tl -2.77046 1.15308 0.03703
H 0.50523 -1.20318 1.23534
Li 2.92131 -0.66181 -1.03585
```

Summary:
net charge = +1
Kohn-Sham gap = 9.08 eV
E_tot = -13126.33358 eV
energy relative to the best compared isomer or geometry (same formula, charge and spin) = 0.00 kJ/mol
HOMO level = -13.565 eV

Löwdin atomic charge list, values in e, 5 entries: number 1, O, carries -0.108; number 2, C, carries -0.102; number 3, O, carries -0.173; number 4, C, carries -0.624; number 5, O, carries -0.099

3.
This record from OMol25 describes 2 unconnected molecules or ions with the total composition C36H60BrIN2O13P. The level of theory is wB97M-V/def2-TZVPD.

Geometry as XYZ:
```
114
C36H60BrIN2O13P, DFT wB97M-V/def2-TZVPD
C 2.59935 -1.76490 1.97985
C 1.65221 -0.49604 1.75150
O 2.52051 0.68428 1.97688
C 1.06426 -0.30309 0.29039
C -0.05430 -1.32374 -0.22477
C -0.69475 -0.54923 -1.53211
C 0.36198 -0.53030 -2.78151
O 1.32404 0.26807 -2.85908
I 0.15174 -1.89004 -4.51518
O -0.95606 -1.92191 0.65691
C -1.83565 -1.28399 1.53118
C -1.80641 0.30568 1.69504
O -2.29245 1.08983 0.59363
C -2.51653 2.42968 1.14316
O -2.33172 3.43059 0.13190
C -1.00647 4.01236 0.23861
C -0.56140 4.40332 -1.27472
O 0.80470 4.01120 -1.55915
C -1.47357 -1.78059 3.05718
C -0.53423 -3.03555 3.19551
O -0.47807 -4.08397 2.54143
Br 0.72858 -2.99361 4.77736
C -3.35561 -1.80128 1.12377
C -4.50419 -1.19435 2.05225
C -5.12349 0.22297 1.61446
C -6.75533 0.16154 1.51591
C -7.48699 0.89294 2.73118
O -7.24334 2.08134 3.02267
O -8.48189 0.12671 3.44767
C -3.33833 -3.40105 1.45078
O -4.55432 -4.09594 0.96232
O -5.13206 -4.75136 2.01996
O -3.41496 -1.49009 -0.26671
C -4.62879 -1.73771 -0.95708
P -4.74431 -0.74081 -2.60117
C -5.87358 -1.85847 -3.68048
C -5.74286 0.87207 -2.28094
C 0.60366 -2.63123 -0.99007
C 2.12748 -2.75899 -1.11391
C 2.65709 -4.04066 -1.86712
C 1.47388 -4.94110 -2.33998
C -0.02013 -4.63617 -2.16068
N -0.43703 -3.47184 -1.48134
H 2.94736 -1.85333 3.07754
H 1.96458 -2.70179 1.73311
H 3.56341 -1.74780 1.35236
H 0.90340 -0.46295 2.61173
H 3.24309 0.34525 2.56102
H 1.95597 -0.15407 -0.41978
H 0.54512 0.73640 0.29926
H -1.59533 -1.10423 -1.96474
H -0.87100 0.56190 -1.33571
H -2.47288 0.55334 2.61463
H -0.76557 0.72717 1.98760
H -1.79905 2.64913 2.02703
H -3.57996 2.55131 1.55437
H -0.28440 3.22449 0.65400
H -0.95812 4.93761 0.92464
H -1.23245 3.77784 -1.98245
H -0.76345 5.50384 -1.51124
H 0.73118 3.08717 -1.88936
H -2.42585 -2.02413 3.66484
H -0.97842 -0.91711 3.64865
H -5.39186 -1.93976 2.00820
H -4.25489 -1.10034 3.16252
H -4.78956 0.53932 0.55474
H -4.90072 1.01441 2.40617
H -7.06515 0.73913 0.56109
H -7.15473 -0.89864 1.37971
H -9.05922 -0.34277 2.79135
H -2.47150 -3.94424 0.93404
H -3.38013 -3.60925 2.58786
H -5.85337 -4.17794 2.37426
H -5.61153 -1.54312 -0.41001
H -4.64087 -2.84658 -1.29572
H -6.86038 -2.04469 -3.13065
H -5.36571 -2.88244 -3.80150
H -6.07156 -1.40550 -4.71155
H -5.90069 1.45326 -3.26459
H -5.10638 1.50157 -1.54748
H -6.76375 0.60255 -1.80365
H 2.89341 -2.01864 -0.70148
H 3.75593 -4.28360 -2.00962
H 1.75106 -5.91251 -2.88707
H -0.78572 -5.37852 -2.59350
C 6.72971 1.76096 -2.71212
C 5.76469 1.19076 -1.63787
C 4.44627 2.00045 -1.62899
C 4.57624 3.37456 -0.98527
C 5.20660 3.27542 0.39932
C 6.54256 2.50406 0.39947
N 6.44929 1.18931 -0.30710
O 5.77551 0.32984 0.50629
C 7.64085 3.37951 -0.24744
C 7.02199 2.34699 1.86630
C 5.44317 -0.23985 -2.14462
H 6.57367 2.82498 -2.90051
H 7.77620 1.60762 -2.43347
H 6.60172 1.26669 -3.67939
H 3.67510 1.43876 -1.08609
H 4.07264 2.11491 -2.65197
H 5.16242 4.04433 -1.62294
H 3.58472 3.83096 -0.89994
H 5.35430 4.28461 0.79910
H 4.49192 2.78608 1.07252
H 8.58086 2.82682 -0.34350
H 7.84789 4.26188 0.36598
H 7.37407 3.76735 -1.22928
H 6.28596 1.84403 2.49846
H 7.20245 3.32460 2.32281
H 7.95875 1.78289 1.91539
H 6.34374 -0.86118 -2.17158
H 5.03227 -0.20680 -3.15817
H 4.69339 -0.74689 -1.53152
```

Summary:
net charge = 0
Kohn-Sham gap (alpha / beta) = 8.35 / 8.33 eV
E_tot = -155319.50288 eV
HOMO level (alpha / beta) = -8.332 / -8.332 eV
spin multiplicity = 2

Löwdin atomic charge list, values in e, 5 entries: number 1, C, carries -0.079; number 2, C, carries -0.347; number 3, O, carries -0.100; number 4, C, carries -0.059; number 5, C, carries -0.319

4.
This record from OMol25 describes a molecular structure, CH5NO4. The level of theory is wB97M-V/def2-TZVPD.

Geometry as XYZ:
```
11
CH5NO4, DFT wB97M-V/def2-TZVPD
C -0.95152 -0.10779 0.11726
O -0.80738 -1.50126 0.12661
O -2.28789 0.29275 0.03556
O -0.17921 0.50029 -0.79725
H -2.39207 0.79101 -0.78514
H -1.65404 -1.90195 -0.11083
N 2.32089 0.41813 0.14872
O 1.13773 0.94809 0.21554
H -0.53847 0.24695 1.11486
H 2.41828 -0.54253 0.47156
H 2.93368 0.85632 -0.53689
```

Summary:
net charge = 0
Kohn-Sham gap (alpha / beta) = 9.58 / 9.58 eV
E_tot = -10793.27450 eV
energy relative to the best compared isomer or geometry (same formula, charge and spin) = 353.67 kJ/mol
HOMO level (alpha / beta) = -9.937 / -9.939 eV

Löwdin atomic charge list, values in e, 5 entries: number 1, C, carries -0.631; number 2, O, carries 0.021; number 3, O, carries 0.037; number 4, O, carries 0.001; number 5, H, carries 0.104

5.
This record from OMol25 describes a single C9H17NO2 molecule. The level of theory is wB97M-V/def2-TZVPD.

Geometry as XYZ:
```
29
C9H17NO2, DFT wB97M-V/def2-TZVPD
C 2.67729 -1.54645 -0.69360
C 2.08359 -0.72650 0.47883
C 0.61534 -0.63438 0.16836
N -0.27161 -1.53893 0.09167
O 0.07502 -2.85663 0.42692
C 0.05038 0.74152 -0.11719
C 0.88597 1.49975 -1.17603
C -0.21258 1.68253 1.12081
C -1.24263 0.61016 -0.87427
C -2.41268 -0.17225 -0.23894
C -2.84864 0.07511 1.16168
O -2.94286 -0.87196 -1.06637
H 2.82271 -0.85100 -1.51221
H 2.10449 -2.45721 -0.99555
H 3.73213 -1.84728 -0.56799
H 2.47028 0.19013 0.62975
H 2.08102 -1.31951 1.29819
H -0.82484 -3.08118 0.56036
H 0.82455 1.04729 -2.08571
H 1.97323 1.65446 -1.17323
H 0.60810 2.56361 -1.41903
H 0.75330 1.74768 1.64446
H -0.88460 1.15864 1.84088
H -0.54374 2.59519 0.86365
H -1.71380 1.64907 -1.11524
H -0.89976 0.13353 -1.69785
H -3.90828 -0.17317 1.19718
H -2.93615 1.07650 1.46576
H -2.11523 -0.34873 1.78471
```

Summary:
net charge = 0
Kohn-Sham gap = 9.65 eV
E_tot = -15189.98833 eV
energy relative to the best compared isomer or geometry (same formula, charge and spin) = 405.63 kJ/mol
HOMO level = -8.942 eV
SMILES string = CC/C(=N\O)C(C)(C)CC(C)=O

Löwdin atomic charge list, values in e, 5 entries: number 1, C, carries -0.065; number 2, C, carries -0.131; number 3, C, carries -0.236; number 4, N, carries 0.061; number 5, O, carries 0.005